A structure of composition C11H22MgN6O5 at a distorted geometry, computed with ωB97M-V with the def2-TZVPD basis set.

```
45
C11H22MgN6O5, DFT ωB97M-V with the def2-TZVPD basis set
O 2.67 1.12 -1.63
H 3.23 1.77 -2.12
Mg 0.33 -0.16 -0.10
N -1.67 -0.40 -0.92
N 0.49 -0.75 -2.12
O -2.86 -0.64 -0.16
O 1.67 -0.92 -2.86
C -1.84 -0.82 -2.17
C -0.60 -1.00 -2.87
C -3.12 -1.40 -2.65
C -0.45 -1.60 -4.20
H -3.97 -0.82 -2.27
H -3.19 -2.43 -2.29
H -3.13 -1.39 -3.75
H 0.58 -1.97 -4.32
H -0.65 -0.86 -4.99
H -1.18 -2.42 -4.29
H -2.58 -0.39 0.76
H 2.29 -0.22 -2.47
O 0.42 -2.10 0.60
H -0.44 -2.51 0.75
H 1.00 -2.73 0.13
C 1.44 1.86 -1.21
H 1.44 1.86 -0.12
H 0.59 1.34 -1.68
H 1.43 2.92 -1.50
O -1.87 3.12 0.36
H -1.93 2.46 -0.37
H -1.47 2.56 1.07
N 2.45 0.73 3.33
C 3.66 0.68 2.63
C 3.30 0.46 1.31
N 1.92 0.31 1.23
C 1.42 0.57 2.46
C 0.03 0.51 2.83
N -1.04 0.26 2.03
C -2.12 0.06 2.88
C -1.71 0.15 4.18
N -0.36 0.42 4.13
H 2.37 0.86 4.33
H 4.61 0.76 3.09
H 3.92 0.43 0.44
H -3.12 -0.10 2.52
H -2.26 -0.02 5.09
H 0.28 0.48 4.92
```

## Properties
**Energy relative to the best compared isomer or geometry (same formula, charge and spin)**: 34.5 kJ/mol
**E**: -1337.08256 Ha
**Kohn-Sham gap (alpha / beta)**: 5.66 / 4.68 eV